The molecule C4H7Br2NO2 at a distorted geometry. Source: the OMol25 dataset; level of theory: ωB97M-V/def2-TZVPD.

Computed properties:
Energy above the lowest of the compared OMol25 structures with the same formula, charge and spin   12.41 kcal/mol
2S+1   1
Frontier orbital gap   10.65 eV
Maximum force   3.8 eV/Å
LUMO energy   -0.0043 Eh
HOMO level   -10.8 eV
Structure (SMILES)   CC[C@](Br)(CBr)[N+](=O)[O-]
Total energy   -149928.2073 eV

Geometry as XYZ:
```
16
Properties=species:S:1:pos:R:3:lowdin_charge:R:1
N 2.024 -0.302 2.091 -0.480
H -0.223 0.500 -1.148 0.012
H 0.927 -1.411 -0.937 0.020
C 1.137 -1.628 0.065 -0.619
O 1.803 0.495 2.929 0.112
C -0.109 0.485 0.924 -0.270
H -1.371 1.651 -0.449 0.084
O 2.868 -1.109 2.092 0.074
C -0.902 0.651 -0.396 -0.102
Br -0.276 -2.720 0.848 0.699
H -1.866 0.132 -0.557 0.087
H 0.046 1.516 1.357 0.128
C 1.234 -0.231 0.746 -0.747
H 2.146 -2.116 0.061 0.083
H -0.747 -0.025 1.656 0.093
Br 2.582 0.687 -0.368 0.828
```